# C15H30F5NO2P2SnTe

C15H30F5NO2P2SnTe as an isolated structure at a distorted geometry (ωB97M-V/def2-TZVPD, the Open Molecules 2025 dataset).

The geometry in XYZ format:
```
57
Properties=species:S:1:pos:R:3:nbo_charge:R:1
Sn 0.000 0.619 -0.356 1.17
P -1.994 2.392 -0.366 0.90
P 1.905 -2.448 -0.035 1.97
N -1.033 -0.816 -1.479 -0.81
H 1.038 1.209 3.092 0.40
C -1.618 4.164 -0.364 -0.94
H -2.568 4.689 -0.212 0.24
H -1.169 4.449 -1.322 0.25
H -0.921 4.407 0.450 0.25
C -3.149 2.149 1.017 -0.94
H -3.911 2.931 0.969 0.22
H -2.631 2.192 1.985 0.25
H -3.612 1.161 0.920 0.26
C -3.017 2.089 -1.821 -0.95
H -3.859 2.793 -1.797 0.23
H -3.388 1.056 -1.805 0.26
H -2.449 2.230 -2.748 0.25
C 3.637 -2.544 -0.419 -1.02
H 3.898 -3.601 -0.296 0.25
H 4.243 -1.952 0.284 0.30
H 3.816 -2.241 -1.464 0.25
C 1.581 -3.490 1.384 -1.01
H 2.170 -4.415 1.325 0.25
H 0.514 -3.731 1.326 0.24
H 1.819 -2.936 2.296 0.29
C 1.031 -3.186 -1.394 -1.04
H 1.166 -4.278 -1.452 0.25
H 1.435 -2.716 -2.315 0.25
H -0.020 -2.924 -1.258 0.28
C -1.147 -0.756 -2.780 0.08
C -0.532 0.050 -5.026 -0.21
C -0.393 0.137 -3.650 -0.23
C -2.078 -1.681 -3.405 -0.14
C -2.197 -1.733 -4.762 -0.25
C -1.424 -0.888 -5.595 -0.18
H 0.062 0.698 -5.673 0.22
H 0.317 0.849 -3.226 0.22
H -2.671 -2.340 -2.743 0.22
H -2.896 -2.444 -5.223 0.22
H -1.500 -0.956 -6.660 0.21
C -0.107 1.027 2.766 0.11
O -0.708 0.488 1.755 -0.65
C 0.265 2.508 2.793 -0.67
H 1.273 2.567 3.274 0.28
H -0.404 2.936 3.469 0.24
H 0.288 3.165 1.870 0.25
C -0.420 0.488 4.168 -0.65
H 0.534 0.431 4.716 0.27
H -0.879 -0.493 4.157 0.25
H -1.075 1.201 4.672 0.21
F 2.099 -1.174 4.478 -0.72
Te 3.241 -0.226 3.123 2.58
F 4.571 0.642 1.945 -0.70
F 4.577 -0.257 4.437 -0.62
F 2.847 1.500 4.090 -0.72
F 4.019 -1.978 2.631 -0.71
O 1.427 -1.012 0.253 -1.17
```

Computed properties:
- HOMO level (alpha / beta) (eV) = -7.218 / -7.267
- gap between HOMO and LUMO (alpha / beta) (eV) = 5.656 / 5.113


# C15H30FMnNOP2

C15H30FMnNOP2 as an isolated structure at a distorted geometry (ωB97M-V/def2-TZVPD, the Open Molecules 2025 dataset).

The geometry in XYZ format:
```
51
Properties=species:S:1:pos:R:3:nbo_charge:R:1
Mn 0.130 -0.317 0.404 0.93
P 2.504 -0.168 0.293 1.08
P -2.502 0.173 0.602 1.04
N 0.090 0.200 -1.318 -0.55
H 0.859 -1.349 1.594 0.01
C 3.145 -1.619 -0.620 -0.95
H 4.239 -1.665 -0.556 0.23
H 2.839 -1.533 -1.671 0.26
H 2.714 -2.541 -0.208 0.24
C 3.443 -0.087 1.856 -0.95
H 4.524 -0.131 1.669 0.23
H 3.142 -0.924 2.499 0.25
H 3.192 0.851 2.368 0.26
C 3.162 1.254 -0.660 -0.94
H 4.253 1.335 -0.549 0.23
H 2.691 2.177 -0.299 0.26
H 2.914 1.139 -1.723 0.26
C -3.578 -1.082 -0.181 -0.95
H -4.635 -0.793 -0.125 0.21
H -3.410 -2.047 0.315 0.26
H -3.263 -1.175 -1.229 0.24
C -3.116 0.294 2.321 -0.95
H -4.208 0.404 2.334 0.22
H -2.640 1.168 2.782 0.25
H -2.817 -0.605 2.876 0.24
C -3.057 1.733 -0.183 -0.96
H -4.122 1.915 0.012 0.22
H -2.874 1.673 -1.264 0.24
H -2.449 2.551 0.224 0.25
C 0.022 1.195 -2.163 0.06
C -0.009 2.005 -4.488 -0.24
C -0.028 0.955 -3.586 -0.15
C 0.021 2.574 -1.729 -0.23
C 0.026 3.607 -2.652 -0.22
C 0.020 3.334 -4.026 -0.21
H -0.016 1.794 -5.554 0.21
H -0.056 -0.088 -3.902 0.21
H 0.034 2.765 -0.652 0.23
H 0.039 4.638 -2.293 0.21
H 0.036 4.159 -4.743 0.21
C -0.089 -2.384 1.817 0.29
O -0.933 -2.049 0.790 -0.81
C 0.581 -3.715 1.575 -0.65
H 1.108 -4.060 2.473 0.20
H 1.294 -3.657 0.750 0.21
H -0.187 -4.458 1.313 0.24
C -0.652 -2.193 3.208 -0.67
H -1.676 -2.590 3.261 0.23
H -0.668 -1.134 3.491 0.23
H -0.041 -2.735 3.941 0.21
F 0.003 1.207 1.605 -0.71
```

Computed properties:
- expectation value of S² = 3.861
- multiplicity = 4
- HOMO level (alpha / beta) (eV) = -6.934 / -7.618
- gap between HOMO and LUMO (alpha / beta) (eV) = 7.326 / 7.032